1.
{
  "formula": "C18H18BrNO5S",
  "method": "ωB97M-V/def2-TZVPD",
  "homo_energy_ev": -8.26,
  "total_charge": 0,
  "fmax_ev_per_a": 1.30,
  "gap_ev": 8.52,
  "smiles": "CCN(C(=O)CCS(=O)(=O)c1ccc(Br)cc1)c1ccc2c(c1)OCO2",
  "symbols": ["C", "C", "N", "C", "O", "C", "C", "S", "O", "O", "C", "C", "C", "C", "Br", "C", "C", "C", "C", "C", "C", "C", "C", "O", "C", "O", "H", "H", "H", "H", "H", "H", "H", "H", "H", "H", "H", "H", "H", "H", "H", "H", "H", "H"],
  "xyz": [[4.517, 3.630, -1.172], [4.061, 3.175, 0.209], [2.937, 2.254, 0.128], [1.696, 2.676, 0.464], [1.460, 3.810, 0.824], [0.607, 1.603, 0.414], [0.678, 0.707, 1.638], [0.075, -0.954, 1.186], [0.058, -1.775, 2.366], [0.827, -1.419, 0.050], [-1.620, -0.668, 0.659], [-1.918, -0.618, -0.689], [-3.218, -0.369, -1.092], [-4.194, -0.176, -0.125], [-5.979, 0.167, -0.669], [-3.900, -0.233, 1.229], [-2.596, -0.482, 1.620], [3.213, 0.944, -0.351], [2.893, 0.601, -1.656], [3.103, -0.686, -2.142], [3.638, -1.603, -1.273], [3.990, -1.252, 0.034], [3.801, 0.017, 0.517], [4.513, -2.338, 0.670], [4.387, -3.412, -0.238], [3.933, -2.918, -1.480], [5.352, 4.318, -1.075], [4.833, 2.778, -1.770], [3.705, 4.139, -1.685], [4.882, 2.675, 0.730], [3.725, 4.032, 0.796], [0.736, 0.981, -0.472], [-0.357, 2.110, 0.365], [1.698, 0.543, 1.976], [0.073, 1.059, 2.467], [-1.130, -0.791, -1.405], [-3.475, -0.328, -2.139], [-4.679, -0.088, 1.961], [-2.330, -0.554, 2.663], [2.455, 1.348, -2.301], [2.843, -0.959, -3.151], [4.077, 0.281, 1.525], [3.660, -4.142, 0.157], [5.364, -3.899, -0.370]],
  "lowdin_charge": [-0.07, -0.18, -0.02, -0.45, 0.07, -0.12, -0.19, 0.70, -0.30, -0.29, -0.28, -0.05, -0.11, -0.67, 0.75, -0.11, -0.05, -0.25, -0.03, 0.02, -0.21, -0.20, 0.07, 0.05, -0.15, 0.05, 0.07, 0.07, 0.08, 0.12, 0.12, 0.09, 0.13, 0.10, 0.11, 0.12, 0.11, 0.11, 0.12, 0.13, 0.12, 0.14, 0.14, 0.14]
}

2.
{
  "formula": "C18H18Cl2F8NO8P2",
  "method": "ωB97M-V/def2-TZVPD",
  "homo_energy_ev": -4.91,
  "total_charge": -1,
  "fmax_ev_per_a": 1.37,
  "gap_ev": 5.35,
  "symbols": ["C", "C", "Cl", "C", "Cl", "C", "C", "C", "C", "O", "C", "C", "F", "F", "C", "F", "F", "C", "F", "F", "C", "F", "F", "C", "O", "C", "P", "O", "C", "P", "N", "O", "O", "C", "O", "H", "H", "H", "H", "H", "H", "H", "H", "H", "H", "H", "H", "H", "H", "H", "C", "C", "O", "O", "H", "H", "H"],
  "xyz": [[1.332, -1.644, 4.449], [1.225, -1.872, 2.973], [1.337, -3.510, 2.441], [1.026, -0.914, 2.065], [0.801, 0.726, 2.579], [0.974, -1.084, 0.597], [-0.160, -1.075, -0.115], [-1.543, -0.927, 0.456], [-2.359, -2.213, 0.372], [-3.700, -2.002, 0.800], [-4.571, -1.695, -0.251], [-5.818, -1.012, 0.280], [-6.430, -1.858, 1.139], [-6.666, -0.818, -0.769], [-5.687, 0.362, 1.003], [-6.782, 0.503, 1.785], [-4.600, 0.386, 1.797], [-5.652, 1.638, 0.096], [-5.247, 2.642, 0.906], [-6.895, 1.918, -0.321], [-4.673, 1.615, -1.102], [-5.276, 1.080, -2.184], [-4.326, 2.888, -1.400], [-0.020, -1.226, -1.597], [-0.859, -1.800, -2.275], [1.188, -0.618, -2.210], [0.979, 0.070, -3.881], [1.124, 1.542, -3.933], [2.333, -0.594, -1.494], [3.889, 0.223, -1.935], [3.863, 1.697, -1.504], [4.005, -0.140, -3.500], [5.044, -0.645, -1.259], [2.271, -1.266, -0.137], [3.165, -1.931, 0.307], [0.347, -1.504, 4.898], [1.950, -0.766, 4.646], [1.821, -2.500, 4.912], [-1.488, -0.590, 1.491], [-2.038, -0.124, -0.104], [-1.913, -2.965, 1.028], [-2.343, -2.626, -0.638], [-4.101, -1.106, -1.047], [-4.934, -2.617, -0.726], [-3.754, 1.075, -0.860], [-0.310, -0.365, -4.223], [1.865, -0.633, -4.710], [4.677, 1.705, -0.858], [4.945, -0.237, -3.709], [5.721, -0.033, -0.896], [6.576, 4.205, 0.902], [6.650, 2.668, 1.000], [6.170, 2.028, 0.020], [7.174, 2.202, 2.024], [6.103, 4.522, -0.027], [6.007, 4.595, 1.746], [7.584, 4.621, 0.954]],
  "lowdin_charge": [-0.12, -0.71, 0.73, -0.65, 0.76, -0.15, -0.09, -0.08, -0.17, -0.11, -0.11, -0.41, 0.14, 0.12, -0.35, 0.15, 0.16, -0.37, 0.14, 0.16, -0.29, 0.10, 0.11, -0.33, 0.07, -0.22, 0.72, -0.42, -0.11, 0.47, -0.10, -0.17, -0.14, -0.31, 0.14, 0.09, 0.07, 0.07, 0.11, 0.12, 0.13, 0.12, 0.13, 0.15, 0.15, 0.01, 0.01, -0.04, 0.09, 0.08, -0.05, -0.76, -0.13, -0.07, 0.06, 0.06, 0.06]
}